# 1
Formula: C28H55O2OsSi4
Source: the Open Molecules 2025 dataset
Level of theory: the ωB97M-V functional and the def2-TZVPD basis

The LUMO energy (spin up / spin down) comes out at -2.22 / -5.83 eV. The spin multiplicity is 5. Its expectation value of S² is 6.01. The HOMO-LUMO gap (spin up / spin down) comes out at 6.0 / 4.8 eV. As for the molar mass: 726.32 g mol⁻¹. The value obtained for the HOMO energy (spin up / spin down) is -0.3024 / -0.3919 Ha. Its energy above the lowest of the compared OMol25 structures with the same formula, charge and spin is 0.00 kJ/mol. The total charge is +1.

Each line ends with the Löwdin spin population.
Atoms and positions in Å:
1 O -0.25 -0.75 -7.00  0.000
2 C -0.26 0.56 -7.62  0.000
3 C -0.40 0.02 -9.04  0.000
4 H 0.69 1.08 -7.44  0.000
5 H -1.12 1.14 -7.28  0.000
6 C -0.31 -1.35 -8.33  0.000
7 H 0.42 0.27 -9.72  0.000
8 H -1.39 0.20 -9.48  0.000
9 C 0.96 -2.09 -8.67  0.000
10 H 1.84 -1.44 -8.62  0.000
11 H 0.91 -2.45 -9.71  0.000
12 H 1.08 -2.97 -8.02  0.000
13 C -1.54 -2.22 -8.50  0.000
14 H -2.44 -1.64 -8.27  0.000
15 H -1.46 -3.09 -7.85  0.000
16 H -1.59 -2.55 -9.55  0.000
17 Os -1.35 -2.06 0.21  2.138
18 C -3.23 -1.86 1.25  0.068
19 C -2.48 -0.67 1.41  0.121
20 C -2.28 -0.10 0.12  0.030
21 H -2.08 -0.27 2.34  0.027
22 C -2.90 -0.95 -0.83  0.119
23 C -3.49 -2.03 -0.13  0.070
24 H -3.97 -2.89 -0.60  0.010
25 H -3.50 -2.56 2.04  0.006
26 H -1.70 0.79 -0.11  0.003
27 H -2.87 -0.82 -1.91  0.015
28 C 0.07 -2.99 1.54  0.128
29 C -0.41 -3.95 0.61  0.024
30 C -0.03 -3.53 -0.70  0.111
31 H -1.01 -4.82 0.85  0.002
32 C 0.68 -2.30 -0.57  0.095
33 C 0.73 -1.97 0.81  0.063
34 H 1.16 -1.07 1.23  0.037
35 H -0.09 -3.00 2.61  0.011
36 H -0.31 -4.01 -1.63  0.015
37 H 1.06 -1.69 -1.38  0.011
38 O 1.11 0.19 -3.53  0.001
39 C -0.06 -0.55 -3.98  0.002
40 C -1.15 0.45 -4.43  0.000
41 H -0.44 -1.22 -3.17  0.002
42 H 0.25 -1.21 -4.81  0.000
43 C -0.38 1.78 -4.58  0.000
44 H -1.88 0.56 -3.62  0.000
45 H -1.68 0.13 -5.33  0.000
46 C 0.72 1.61 -3.53  0.000
47 H -1.04 2.64 -4.44  0.000
48 H 0.05 1.85 -5.58  0.000
49 H 0.27 1.88 -2.55  0.000
50 H 1.59 2.25 -3.71  0.000
51 C 3.87 -0.14 3.07  0.001
52 Si 2.88 1.36 3.63  0.071
53 C 3.37 1.85 5.39  0.030
54 C 3.12 2.80 2.45  0.000
55 Si 0.61 0.77 3.61  0.552
56 Si 0.22 -0.65 5.42  0.076
57 C 0.15 0.39 7.00  0.032
58 C -1.42 -1.56 5.20  0.001
59 C 1.62 -1.90 5.60  0.001
60 Si -0.60 2.75 3.97  0.073
61 C 0.28 3.79 5.27  0.030
62 C -0.63 3.69 2.34  0.003
63 C -2.34 2.33 4.54  0.001
64 H 4.91 -0.08 3.41  0.000
65 H 3.88 -0.22 1.97  0.000
66 H 3.45 -1.08 3.46  0.000
67 H 4.46 1.98 5.44  0.005
68 H 2.90 2.79 5.70  0.000
69 H 3.10 1.07 6.12  0.000
70 H 2.97 2.49 1.41  0.001
71 H 2.43 3.63 2.65  0.000
72 H 4.14 3.20 2.52  0.000
73 H -0.62 1.17 6.96  0.000
74 H -0.10 -0.28 7.84  0.005
75 H 1.11 0.87 7.22  0.000
76 H -1.38 -2.29 4.38  0.000
77 H -1.65 -2.12 6.12  0.000
78 H -2.26 -0.89 5.01  0.000
79 H 1.60 -2.64 4.79  0.001
80 H 2.61 -1.43 5.60  0.000
81 H 1.50 -2.44 6.55  0.000
82 H 1.27 4.12 4.94  0.000
83 H -0.32 4.68 5.48  0.005
84 H 0.41 3.24 6.22  0.000
85 H -1.34 3.23 1.63  0.001
86 H -0.94 4.73 2.50  0.000
87 H 0.35 3.71 1.85  0.000
88 H -3.01 2.15 3.68  0.001
89 H -2.36 1.43 5.18  0.000
90 H -2.75 3.16 5.12  0.000

# 2
Formula: C3H9NS2
Source: the Open Molecules 2025 dataset
Level of theory: the ωB97M-V functional and the def2-TZVPD basis

The LUMO energy comes out at 0.53 eV. Its SMILES is CNCCSS. The HOMO-LUMO gap comes out at 9.2 eV. As for the molar mass: 123.25 g mol⁻¹. The value obtained for the HOMO energy is -0.3182 Ha. Its energy above the lowest of the compared OMol25 structures with the same formula, charge and spin is 76.27 kJ/mol.

Each line ends with the Löwdin charge.
Atoms and positions in Å:
1 C 0.70 0.15 3.53  -0.101
2 N 0.41 0.48 2.10  -0.142
3 C -0.36 -0.53 1.41  -0.339
4 C -1.10 -0.02 0.17  -0.527
5 S -0.04 0.83 -1.13  0.392
6 S 0.30 -0.84 -2.38  0.263
7 H -0.20 -0.38 3.82  0.064
8 H 0.77 1.09 4.09  0.069
9 H 1.59 -0.46 3.61  0.074
10 H 1.29 0.57 1.60  0.086
11 H 0.22 -1.40 1.09  0.113
12 H -1.24 -0.74 2.04  0.114
13 H -1.72 0.83 0.45  0.058
14 H -1.68 -0.83 -0.27  0.056
15 H -1.03 -1.05 -2.69  -0.181

# 3
Formula: C3H7NO3S
Source: the Open Molecules 2025 dataset
Level of theory: the ωB97M-V functional and the def2-TZVPD basis

The LUMO energy comes out at 0.64 eV. The HOMO-LUMO gap comes out at 9.3 eV. As for the molar mass: 137.16 g mol⁻¹. The value obtained for the HOMO energy is -0.3178 Ha. Its energy above the lowest of the compared OMol25 structures with the same formula, charge and spin is 184.08 kJ/mol.

Each line ends with the Löwdin charge.
Atoms and positions in Å:
1 C -0.97 -1.19 0.37  -0.104
2 C -1.39 -0.37 -0.84  -0.174
3 C 0.89 -0.03 -0.53  -0.395
4 N 0.52 -1.00 0.39  0.007
5 O -0.47 1.99 0.83  -0.455
6 O 2.04 1.73 1.05  -0.361
7 O -0.22 0.10 -1.47  -0.160
8 S 0.73 1.84 0.03  0.940
9 H -1.28 -0.96 1.34  0.097
10 H -1.07 -2.27 0.29  0.117
11 H -1.95 -0.82 -1.56  0.097
12 H -1.88 0.45 -0.49  0.073
13 H 1.77 -0.20 -1.09  0.122
14 H 2.33 2.57 1.55  0.098
15 H 0.96 -1.84 0.13  0.098

The lowest energy above the lowest of the compared OMol25 structures with the same formula, charge and spin belongs to which entry? C28H55O2OsSi4